Here is a molecular structure, C6H11P from the Open Molecules 2025 dataset. Energies are from ωB97M-V/def2-TZVPD.

Each line ends with the Löwdin charge.
Geometry (Å):
C 1.43 -1.45 -0.93  -0.199
C 1.36 -0.15 -0.68  -0.365
C 0.05 2.03 2.25  -0.142
C 0.31 -2.04 -1.73  -0.265
C -0.81 -0.99 -1.82  -0.393
C -0.67 1.41 0.94  -0.257
P -0.15 0.66 -1.23  0.978
H 2.25 -2.09 -0.63  0.094
H 2.10 0.41 -0.13  0.056
H 0.77 2.80 2.00  0.045
H -0.77 2.44 2.84  0.055
H 0.69 -2.27 -2.73  0.107
H -0.04 -2.98 -1.29  0.101
H -1.08 -0.81 -2.86  0.057
H -1.72 -1.29 -1.29  0.068
H 0.54 1.24 2.82  0.046
H -1.35 2.17 0.56  -0.003
H -1.24 0.53 1.25  0.017

## Properties
Gap between HOMO and LUMO (eV): 8.25
Relative energy (zero: lowest compared OMol25 entry of this formula, charge and spin) (kJ/mol): 127.63
E_LUMO (eV): 0.6
Net charge: 0
Calculated total energy (Eh): -576.46900
Highest occupied orbital energy (eV): -7.643